[1]
Formula: C3H7N3O2
Source: the OMol25 dataset
Level of theory: ωB97M-V/def2-TZVPD

```
15
Properties=species:S:1:pos:R:3:mulliken_charge:R:1
O -1.1349 1.3399 -1.0212 -0.45
O -0.3512 -0.5102 0.1200 -0.19
N 3.1090 -0.2017 -0.3510 -0.70
N 1.3411 1.0841 0.6808 -0.50
N 0.8580 -0.5561 -0.7338 -0.37
C -1.3645 0.3806 -0.3879 0.63
C 1.8524 0.0984 -0.0454 0.47
C -2.6677 -0.4346 0.2292 -0.86
H 3.1021 -0.9868 -0.8434 0.19
H -3.8879 -0.0786 -0.2256 0.27
H 1.3670 -1.6172 -0.6288 0.37
H 0.7702 2.0681 0.2239 0.32
H -2.5541 -0.1938 1.3383 0.26
H -2.6630 -1.7314 0.3590 0.26
H 2.2234 1.3393 1.2859 0.30
```

Calculated values
Total energy: -11783.937 eV
Multiplicity: 1
LUMO: 0.55 eV
ΔE to the lowest compared entry with this formula, charge and spin: 170.10 kcal/mol
Gap between HOMO and LUMO: 9.881 eV
Highest occupied orbital energy: -9.327 eV
Net charge: 0

=====

[2]
Formula: C30H41F15GeN8O4RbTe
Source: the OMol25 dataset
Level of theory: ωB97M-V/def2-TZVPD

```
101
Properties=species:S:1:pos:R:3:lowdin_spin:R:1
Te -1.0807 -4.4919 -1.6446 0.00
Rb 0.0973 -1.2350 -0.5604 0.00
Ge 3.4063 -1.4981 0.5963 0.00
F 1.1449 3.4333 -1.5390 0.03
F 0.7734 -4.3115 -1.4011 0.00
F -4.9294 1.9579 -2.0016 0.01
F -0.3444 1.1120 -3.1451 0.00
F -0.5891 -5.7475 -2.9463 0.00
F -0.9439 -3.2613 -3.0586 0.00
F -3.4127 6.1937 -2.5441 -0.01
F -2.9245 4.1968 -5.6153 0.00
F -1.0632 -5.9947 -0.5008 0.00
F -1.2974 6.3859 -4.2251 0.04
F 0.9745 4.9742 -3.7259 -0.01
F -3.3081 4.6897 -0.3641 0.03
F -2.8256 -4.9433 -2.1801 0.00
F -0.5524 2.9064 -5.1050 0.00
F -5.0607 3.6635 -3.9812 0.00
O 2.6448 -1.6048 -1.1183 0.00
O 2.5644 0.1580 0.9029 0.00
O -1.5433 -3.3108 -0.4001 0.00
O 1.9549 -2.4624 1.3262 0.00
N -0.7566 3.3411 0.3082 0.34
N -1.4226 -0.9925 3.4790 0.00
N -2.4377 0.2749 -1.7127 0.08
N -1.8555 -2.9940 3.8722 0.00
N -1.0499 -2.6916 4.8610 0.00
N -2.3650 -4.2740 3.6724 0.00
N -2.0973 -2.0268 3.0363 0.00
N -3.0958 1.5202 0.8804 0.00
C 4.6581 -1.4296 -2.4586 0.00
C -1.0350 4.0047 -0.7854 0.01
C -2.2248 4.7190 -1.1513 0.10
C 0.7784 -4.3052 2.1853 0.00
C 4.2115 0.9157 2.5455 0.00
C 3.0215 -4.6479 1.1572 0.00
C 2.7705 0.9831 2.0226 0.00
C -3.4643 -0.2335 -0.8322 0.01
C -3.8072 2.0935 -2.7606 0.03
C -0.0649 4.8709 -2.8898 -0.02
C -1.6358 2.6162 -4.3596 -0.01
C 3.1132 0.5201 -2.1977 0.00
C 0.0120 4.0815 -1.7704 0.12
C 2.4682 2.4152 1.5839 0.00
C -4.4088 2.0249 1.2108 0.00
C -1.2226 5.5942 -3.1518 0.14
C -1.5408 1.7078 -3.3419 0.02
C 2.8127 -3.4488 3.3529 0.00
C 2.1594 -3.6902 1.9867 0.00
C 2.3797 -1.4976 -3.4732 0.00
C -2.8226 3.2996 -4.6074 0.02
C 1.8097 0.5708 3.1420 0.00
C -1.5845 3.3691 1.4866 0.04
C -2.0823 1.9603 1.8162 0.02
C -2.2959 5.5046 -2.2740 -0.02
C -0.7845 -1.4192 4.5775 0.00
C 3.1960 -1.0066 -2.2743 0.00
C -3.8976 3.0091 -3.7871 0.00
C -2.6446 1.2800 -2.5148 0.00
C -3.1256 0.0860 0.6220 0.01
H 5.2685 -1.0780 -1.6247 0.00
H 4.3565 1.6441 3.3492 0.00
H 2.8249 -1.1238 -4.3997 0.00
H 3.4914 0.9722 -3.1197 0.00
H -4.4791 0.1027 -1.0614 0.00
H 1.3469 -1.1412 -3.4343 0.00
H -4.7561 1.6538 2.1945 0.00
H -5.1267 1.7160 0.4512 0.00
H 1.9215 1.2148 4.0217 0.00
H -0.1134 -0.8105 5.1575 0.00
H -3.8325 -0.4284 1.2951 0.00
H -1.2302 1.2853 1.7580 0.00
H 0.3375 -4.5875 1.2301 0.00
H 2.3654 -2.5886 -3.4944 0.00
H 0.7791 0.6322 2.7876 0.00
H 3.0576 -5.6375 1.6238 0.00
H -0.9282 3.6850 2.3070 0.01
H 3.1791 2.7230 0.8132 0.00
H 4.4496 -0.0779 2.9305 0.00
H 5.0666 -1.0193 -3.3866 0.00
H -4.4129 3.1149 1.2362 0.00
H 4.7258 -2.5194 -2.4929 0.00
H -2.4218 4.0711 1.4452 0.00
H -3.4609 -1.3270 -0.9137 0.00
H -2.1490 -0.3512 0.8358 0.00
H 2.0805 0.8436 -2.0615 0.00
H 3.6873 0.8966 -1.3503 0.00
H 4.9126 1.1393 1.7382 0.00
H 2.1660 -2.8174 3.9674 0.00
H 4.0423 -4.2700 1.0683 0.00
H 3.7715 -2.9415 3.2224 0.00
H 2.5958 -4.7427 0.1582 0.00
H -2.4381 1.9305 2.8624 0.00
H -1.5529 -4.8685 3.5154 0.00
H 2.0023 -0.4660 3.4265 0.00
H 1.4666 2.4776 1.1563 0.00
H 0.8284 -5.1863 2.8361 0.00
H 2.9844 -4.3900 3.8844 0.00
H 2.5432 3.1104 2.4273 0.00
H -2.8482 -4.2105 2.7777 0.00
H 0.1449 -3.5450 2.6374 0.00
```

Calculated values
Total energy: -157113.829 eV
Multiplicity: 2
LUMO (spin up / spin down): 3.69 / 2.70 eV
ΔE to the lowest compared entry with this formula, charge and spin: 5.22 kcal/mol
Gap between HOMO and LUMO (spin up / spin down): 5.658 / 4.307 eV
Highest occupied orbital energy (spin up / spin down): -1.970 / -1.602 eV
Net charge: -2

=====

[3]
Formula: C22H28N2O4
Source: the OMol25 dataset
Level of theory: ωB97M-V/def2-TZVPD

```
56
Properties=species:S:1:pos:R:3:mulliken_charge:R:1
O -6.9037 -1.1567 -0.2597 -0.40
O 2.5386 -1.5485 -1.0281 -0.46
O -1.3826 2.1987 1.0062 -0.68
O 2.3641 -1.2079 1.2068 -0.65
N 1.0919 -0.0394 -0.2772 -0.21
N -1.5106 0.0383 0.2806 0.03
C -5.1913 0.4889 0.3157 -0.32
C -0.8589 1.1619 0.6613 -0.07
C 2.8538 2.2478 0.6964 -1.59
C 1.3640 2.3452 0.3814 0.55
C -5.6098 -0.7725 -0.0930 0.58
C -4.6463 -1.7469 -0.3633 -0.60
C 3.6366 -2.4302 -0.7888 -0.85
C 6.7417 -1.2847 1.0608 -0.56
C -7.9332 -0.2207 -0.0088 -0.26
C 2.0466 -0.9416 0.0777 0.64
C 7.0955 -0.1628 0.3314 -0.43
C -9.2606 -0.9098 -0.2838 -1.42
C 4.8705 -1.6582 -0.3977 0.67
C 1.1159 2.8210 -1.0570 -0.43
C -3.8433 0.7742 0.4486 -0.68
C -3.3064 -1.4620 -0.2311 -0.69
C -2.8880 -0.1954 0.1761 0.51
C 5.2322 -0.5334 -1.1291 -0.21
C 5.6301 -2.0273 0.7020 -0.50
C 1.3354 4.3209 -1.2177 -1.48
C 0.6715 0.9939 0.6465 -0.22
C 6.3373 0.2135 -0.7644 -0.52
H 7.3276 -1.5777 1.9193 0.38
H 6.6066 1.0901 -1.3354 0.40
H -7.8902 0.1167 1.0363 0.36
H 3.0081 1.9275 1.7239 0.41
H -5.9050 1.2663 0.5366 0.37
H -0.9215 -0.7538 0.0533 0.05
H -2.5722 -2.2265 -0.4434 0.34
H -10.0801 -0.2206 -0.1014 0.42
H 4.6364 -0.2438 -1.9836 0.38
H 7.9578 0.4206 0.6180 0.39
H 1.7800 2.2884 -1.7435 0.26
H -9.3700 -1.7753 0.3639 0.33
H 0.6669 4.8688 -0.5587 0.35
H 0.8945 3.0610 1.0627 0.45
H -3.5303 1.7541 0.7673 0.49
H 5.3451 -2.8915 1.2830 0.34
H -4.9780 -2.7237 -0.6775 0.41
H 3.3373 3.2114 0.5629 0.49
H 0.0828 2.5947 -1.3323 0.39
H 3.3684 -3.1436 -0.0033 0.39
H 2.3596 4.5958 -0.9791 0.31
H 3.3443 1.5266 0.0439 0.21
H 1.1321 4.6237 -2.2425 0.40
H 0.9620 0.6388 1.6446 0.63
H 1.0298 0.1774 -1.2611 0.25
H 3.7803 -2.9566 -1.7363 0.33
H -9.2976 -1.2442 -1.3169 0.33
H -7.8168 0.6532 -0.6651 0.36
```

Calculated values
Total energy: -34440.206 eV
Multiplicity: 1
LUMO: 0.62 eV
ΔE to the lowest compared entry with this formula, charge and spin: 15.25 kcal/mol
Gap between HOMO and LUMO: 8.533 eV
SMILES: CCOc1ccc(NC(=O)[C@@H](NC(=O)OCc2ccccc2)[C@@H](C)CC)cc1
Highest occupied orbital energy: -7.910 eV
Net charge: 0

=====

- Among the records above, which one has the lowest total energy?
  C30H41F15GeN8O4RbTe